Entry 1:
{"formula": "C23H23CrN3Sb", "method": "ωB97M-V with the def2-TZVPD basis set", "elements": ["Sb", "Cr", "N", "N", "N", "C", "C", "C", "C", "C", "C", "C", "C", "C", "C", "C", "C", "C", "C", "C", "C", "C", "C", "C", "C", "C", "C", "C", "H", "H", "H", "H", "H", "H", "H", "H", "H", "H", "H", "H", "H", "H", "H", "H", "H", "H", "H", "H", "H", "H", "H"], "coordinates": [[1.519138, 1.368534, 1.637890], [-0.123067, -0.262509, -1.242308], [-0.378697, 1.794130, -0.835411], [1.965348, -0.296646, -0.982563], [-0.814621, -0.464682, 2.490680], [-1.537646, 2.024427, -2.979074], [0.635087, 0.294342, 4.242571], [-1.275016, -1.021854, 4.768928], [2.765215, -0.885456, -1.888061], [-1.491726, 3.854034, -1.277748], [4.056384, -1.281319, -1.555804], [-1.109534, 4.345414, -0.049807], [4.527579, -1.060292, -0.281663], [-0.304106, 3.559484, 0.760173], [2.441428, -0.004952, 0.248009], [-1.366146, -1.928077, -0.445542], [0.056967, 2.287692, 0.345342], [3.719453, -0.384561, 0.621922], [2.242666, -1.123320, -3.269790], [-0.154175, -0.342229, 5.192500], [-1.982554, -1.272876, -2.562298], [-1.112565, 2.570599, -1.653034], [-0.491596, -2.528867, -1.377398], [-2.246052, -1.088266, -1.165554], [-0.913643, -2.149848, -2.691345], [-2.800745, -1.775298, 2.903006], [-1.580526, -1.063677, 3.408727], [0.266909, 0.200110, 2.905438], [-0.782818, 1.363908, -3.409807], [1.889295, -2.148891, -3.381217], [4.671641, -1.757386, -2.306558], [3.033624, -0.957154, -4.000156], [5.523388, -1.375954, -0.000254], [-1.718007, 2.836261, -3.680890], [0.100830, -0.291914, 6.242748], [0.057884, 3.950013, 1.702659], [-2.514065, -2.632749, 2.294916], [-2.084163, 4.448332, -1.959074], [-1.308280, -2.009637, 0.625351], [-3.429861, -2.130817, 3.716122], [1.509199, 0.858526, 4.541834], [-3.053671, -0.508659, -0.743646], [0.283576, -3.244132, -1.145129], [-0.493332, -2.502046, -3.619586], [-2.456828, 1.447184, -2.878322], [-1.921402, -1.517617, 5.480280], [-1.408871, 5.336548, 0.262922], [1.410852, -0.460476, -3.511940], [-3.386549, -1.105755, 2.273504], [4.097936, -0.132462, 1.604202], [-2.534149, -0.829162, -3.375750]], "atomic_forces_ev_per_a": [[0.100, 0.185, -0.136], [-0.096, -0.109, -0.425], [0.112, -0.103, -0.043], [-0.091, 0.085, -0.027], [0.136, 0.178, 0.042], [0.018, -0.030, -0.070], [-0.084, -0.097, 0.017], [-0.027, -0.057, 0.023], [0.053, -0.069, 0.060], [-0.026, -0.059, -0.069], [-0.069, 0.001, -0.080], [-0.014, 0.031, 0.034], [0.049, -0.006, 0.069], [0.003, 0.015, -0.004], [0.096, -0.088, -0.039], [-0.127, -0.232, 0.064], [-0.087, 0.100, -0.081], [0.015, -0.007, -0.013], [-0.031, 0.028, -0.086], [0.076, 0.054, -0.007], [-0.024, 0.214, 0.250], [-0.048, 0.078, 0.084], [-0.053, -0.008, -0.026], [-0.034, -0.092, -0.037], [0.213, 0.035, 0.223], [-0.016, 0.011, 0.026], [-0.041, 0.034, -0.130], [-0.140, -0.166, 0.256], [0.023, 0.013, 0.046], [0.038, -0.014, 0.013], [0.007, -0.002, -0.001], [0.001, -0.026, -0.006], [0.007, 0.004, 0.005], [-0.023, 0.001, -0.003], [-0.007, -0.009, 0.010], [0.019, -0.031, 0.010], [-0.029, -0.049, -0.001], [-0.001, 0.009, 0.002], [-0.015, -0.039, -0.015], [0.021, 0.012, 0.025], [0.005, -0.001, -0.006], [0.032, 0.032, 0.005], [0.032, 0.042, 0.012], [0.041, 0.032, -0.015], [-0.025, 0.040, 0.006], [-0.017, -0.008, -0.015], [0.009, 0.016, 0.017], [0.020, 0.018, 0.046], [0.000, -0.010, -0.020], [-0.019, 0.007, 0.011], [0.016, 0.039, -0.002]], "lowdin_charge": [1.577, 0.714, -0.019, -0.027, 0.081, -0.019, -0.142, -0.013, -0.294, -0.003, -0.003, -0.029, -0.028, -0.118, -0.412, -0.200, -0.409, -0.119, -0.019, -0.051, -0.149, -0.292, -0.167, -0.172, -0.145, -0.026, -0.317, -0.459, 0.075, 0.090, 0.127, 0.096, 0.122, 0.094, 0.116, 0.093, 0.077, 0.125, 0.066, 0.081, 0.080, 0.113, 0.115, 0.108, 0.085, 0.118, 0.122, 0.069, 0.086, 0.094, 0.108], "s_squared": 6.030, "multiplicity": 5, "homo_energy_ha": [-0.3779, -0.4220], "charge": 1, "energy_ha": -2339.0224, "gap_ev": [7.62, 8.48]}


Entry 2:
{"formula": "C23H23F2NO", "method": "ωB97M-V with the def2-TZVPD basis set", "elements": ["F", "F", "O", "N", "C", "C", "C", "C", "C", "C", "C", "C", "C", "C", "C", "C", "C", "C", "C", "C", "C", "C", "C", "C", "C", "C", "C", "H", "H", "H", "H", "H", "H", "H", "H", "H", "H", "H", "H", "H", "H", "H", "H", "H", "H", "H", "H", "H", "H", "H"], "coordinates": [[-3.255186, 3.652180, -4.343542], [1.877120, -3.586496, 0.974539], [1.625567, 1.581329, 3.527402], [-0.300114, -3.098390, -1.000175], [1.327749, 1.356540, 2.216228], [0.935830, 0.839283, -0.510546], [-1.409539, 0.705734, -3.347450], [0.071540, 1.512679, 1.644551], [0.731150, 0.464215, -1.963895], [-1.174409, -2.230892, 2.350549], [2.387984, 0.939500, 1.411809], [-0.676355, -1.580615, 3.466281], [2.190242, 0.687810, 0.071679], [-0.481656, -1.660550, -1.161415], [-2.380485, 1.501683, -3.933398], [0.610307, 2.066563, 4.370871], [-0.338477, -2.926601, 1.486683], [-0.327053, 2.653316, -2.483426], [0.680466, -1.599777, 3.738315], [-1.285492, 3.463599, -3.058960], [0.600586, -1.068801, -2.059974], [-0.864014, -3.605820, 0.238490], [-0.113925, 1.249627, 0.297748], [1.539652, -2.274884, 2.890281], [-0.377436, 1.265285, -2.607005], [-2.308331, 2.871076, -3.777248], [1.018572, -2.924720, 1.789093], [-0.643142, -4.676547, 0.282834], [-1.471756, -0.360900, -3.485503], [0.446684, -1.371779, -3.096214], [-0.443737, -1.147269, -0.189081], [-2.234016, -2.205298, 2.141244], [-1.247831, 4.537050, -2.961298], [0.229946, 3.033646, 4.026126], [1.075916, -1.090917, 4.603404], [0.478409, 3.102846, -1.921244], [1.073069, 2.191364, 5.348827], [-1.354806, -1.058408, 4.124880], [-0.220346, 1.358162, 4.450579], [-0.773775, 1.831147, 2.233664], [1.651551, 0.728098, -2.503986], [-3.184744, 1.068477, -4.507048], [3.025533, 0.366916, -0.534440], [3.360090, 0.822130, 1.863800], [-1.100040, 1.370177, -0.126786], [-1.949770, -3.479068, 0.192610], [2.602255, -2.305477, 3.070885], [1.559680, -1.486803, -1.739822], [0.690525, -3.319959, -1.027367], [-1.480679, -1.498971, -1.578979]], "atomic_forces_ev_per_a": [[0.086, -0.066, 0.056], [-0.066, -0.010, -0.017], [0.214, -0.117, -0.194], [0.307, -0.040, -0.221], [0.074, -0.019, -0.197], [-0.001, 0.137, -0.028], [0.150, 0.087, 0.113], [0.008, 0.070, 0.344], [0.173, -0.231, 0.011], [0.155, -0.076, 0.004], [-0.057, 0.062, 0.250], [-0.078, 0.073, 0.159], [-0.129, 0.059, 0.042], [-0.004, 0.001, 0.034], [-0.178, 0.294, -0.098], [-0.135, 0.078, 0.112], [0.057, -0.067, -0.102], [-0.113, -0.065, -0.126], [-0.090, -0.037, 0.008], [-0.134, 0.050, -0.106], [-0.239, 0.066, 0.044], [0.131, -0.141, -0.027], [0.219, 0.009, -0.108], [0.066, -0.142, -0.179], [0.032, 0.015, -0.094], [0.035, -0.156, 0.015], [-0.192, 0.143, 0.222], [-0.138, 0.057, 0.022], [0.013, -0.149, 0.009], [0.050, -0.062, -0.068], [-0.047, -0.097, -0.193], [-0.116, -0.001, -0.053], [-0.016, 0.115, -0.008], [-0.006, -0.046, 0.002], [0.043, 0.068, 0.075], [0.060, 0.055, 0.067], [-0.080, 0.006, -0.043], [-0.049, 0.058, 0.063], [0.001, 0.020, -0.015], [-0.062, 0.025, 0.101], [-0.069, -0.036, 0.089], [-0.093, -0.013, -0.062], [0.106, -0.040, -0.086], [0.137, -0.006, 0.062], [-0.090, 0.018, -0.022], [0.039, -0.091, 0.111], [0.130, -0.014, -0.001], [0.021, -0.006, -0.032], [-0.143, 0.026, 0.019], [0.016, 0.136, 0.045]], "lowdin_charge": [0.051, 0.060, -0.095, -0.059, -0.289, -0.225, -0.023, -0.007, -0.228, -0.037, -0.001, -0.090, -0.022, -0.218, -0.001, -0.091, -0.161, -0.032, -0.087, 0.001, -0.130, -0.168, -0.036, -0.004, -0.197, -0.280, -0.221, 0.126, 0.104, 0.117, 0.101, 0.114, 0.118, 0.098, 0.107, 0.125, 0.095, 0.100, 0.080, 0.107, 0.152, 0.118, 0.119, 0.119, 0.126, 0.119, 0.121, 0.116, 0.093, 0.117], "e_above_lowest_kj_mol": 0.8, "homo_energy_ha": -0.3038, "charge": 0, "smiles": "COc1ccc([C@@H](CCNCc2ccccc2F)c2ccc(F)cc2)cc1", "energy_ha": -1219.9590, "gap_ev": 8.99}